Molecular formula: C36H40F7N8O3PSbV
Method: DFT, ωB97M-V/def2-TZVPD

Output
2S+1	4
gap between HOMO and LUMO (alpha / beta)	0.2686 / 0.2114	Ha
net charge	+3
relative energy (zero: lowest compared OMol25 entry of this formula, charge and spin)	3.78	kcal per mole
expectation value of S²	3.761
HOMO energy (alpha / beta)	-0.5393 / -0.5393	Ha

Element x y z (Å)
V (-0.10084, -0.44660, 0.39210)
F (-4.65263, -2.49257, 4.99569)
C (-3.42441, -2.98891, 4.76731)
C (-2.71308, -2.47704, 3.73007)
C (-1.38979, -2.89176, 3.50560)
C (-0.60510, -2.33296, 2.44070)
O (-1.13640, -1.54372, 1.57443)
C (0.77071, -2.64304, 2.45027)
C (1.22892, -3.65693, 3.25991)
N (0.45873, -4.30083, 4.13580)
C (1.02363, -5.41958, 4.88473)
C (1.75671, -6.47432, 4.11490)
C (0.41375, -6.77706, 4.70390)
C (-0.84539, -3.86759, 4.35445)
C (-1.60939, -4.40365, 5.39835)
C (-2.90988, -3.98662, 5.63697)
N (-3.65491, -4.53953, 6.67791)
C (-3.04556, -4.78677, 7.97437)
C (-3.53418, -6.09639, 8.56631)
N (-5.03336, -6.03947, 8.68661)
C (-5.66536, -5.74873, 7.35055)
C (-5.10566, -4.45782, 6.77361)
C (1.77914, -1.86344, 1.67107)
O (2.86211, -2.25034, 1.37267)
O (1.32572, -0.59550, 1.42263)
H (-3.16457, -1.72941, 3.09179)
H (2.26202, -3.97530, 3.19503)
H (1.40053, -5.13140, 5.85769)
H (2.63894, -6.89970, 4.56938)
H (1.80722, -6.36766, 3.03976)
H (0.36645, -7.41837, 5.57297)
H (-0.42019, -6.87081, 4.02120)
H (-1.17857, -5.19172, 5.99546)
H (-3.29265, -3.96484, 8.66344)
H (-1.96279, -4.82087, 7.90751)
H (-3.11862, -6.27530, 9.55605)
H (-3.30781, -6.93898, 7.91495)
H (-5.29325, -5.30662, 9.35276)
H (-5.39458, -6.91745, 9.06531)
H (-6.74203, -5.68134, 7.49430)
H (-5.43772, -6.59946, 6.71042)
H (-5.41681, -3.60378, 7.38987)
H (-5.55663, -4.33573, 5.79545)
C (0.27414, 2.17195, 2.82555)
C (-1.00943, 1.94741, 2.10682)
N (-1.19041, 1.11571, 1.08701)
C (-2.52788, 1.20237, 0.72227)
C (-3.13597, 2.11765, 1.50934)
N (-2.16524, 2.58071, 2.37697)
C (-2.38364, 3.60957, 3.41116)
N (-3.10218, 4.71143, 2.88255)
N (-4.45943, 4.62037, 2.73803)
N (-4.87969, 5.62367, 2.08602)
C (-3.79903, 6.42585, 1.75527)
C (-3.75180, 7.63392, 1.05327)
C (-2.51272, 8.20362, 0.87746)
C (-1.34427, 7.59822, 1.38886)
C (-1.37881, 6.40830, 2.08361)
C (-2.64346, 5.83780, 2.25306)
H (1.08584, 1.67167, 2.30274)
H (0.23360, 1.77392, 3.84073)
H (0.50928, 3.23485, 2.89461)
H (-2.94224, 0.62325, -0.08591)
H (-4.14697, 2.48708, 1.53966)
H (-1.41111, 3.94820, 3.75843)
H (-2.93864, 3.17525, 4.24015)
H (-4.65482, 8.09392, 0.67719)
H (-2.42563, 9.14410, 0.35157)
H (-0.39481, 8.09770, 1.24643)
H (-0.47799, 5.97316, 2.49859)
C (1.48444, 3.68540, -2.43795)
P (-0.23140, 3.35120, -2.04922)
C (-0.70222, 4.30554, -0.59764)
C (-1.31800, 3.65547, -3.41595)
C (-2.32174, 2.74445, -3.74377)
C (-3.16664, 3.02035, -4.80605)
C (-3.00616, 4.19164, -5.53324)
C (-2.00236, 5.09652, -5.20844)
C (-1.14672, 4.83310, -4.15306)
H (1.61231, 4.76917, -2.51547)
H (1.74694, 3.21227, -3.38242)
H (2.13115, 3.30711, -1.64630)
H (-0.73314, 5.35561, -0.90649)
H (0.03744, 4.17924, 0.19244)
H (-1.69261, 4.01638, -0.24560)
H (-2.42988, 1.82183, -3.18728)
H (-3.94462, 2.31836, -5.07235)
H (-3.66342, 4.40059, -6.36648)
H (-1.88119, 6.00515, -5.78195)
H (-0.36267, 5.54112, -3.91294)
F (-1.01067, -0.36519, -1.51488)
Sb (0.71297, -0.72395, -2.44535)
F (0.38851, 0.73880, -3.54589)
F (1.14002, 0.57900, -1.00537)
F (0.73796, -1.96596, -0.95461)
F (2.50545, -0.86975, -2.79931)
F (-0.07926, -1.97291, -3.53099)